Below is 5 unconnected molecules or ions with the total composition C32H74ClN4O at a distorted geometry, with properties calculated with the ωB97M-V functional and the def2-TZVPD basis.

The calculation puts the HOMO energy at -10.183 eV. For the relative energy (zero: lowest compared OMol25 entry of this formula, charge and spin), the calculation gives 55.55 kcal per mole. The calculation puts the orbital gap at 4.95 eV. As for the LUMO energy: -5.2 eV.

Structure (ORCA input):
```
! wB97M-V def2-TZVPD RIJCOSX def2/J DEFGRID3
* xyz 3 1
C 14.6790 11.0059 10.6120
C 15.1936 11.8266 11.8270
N 14.1877 12.1762 12.9380
C 13.1519 13.1226 12.2835
C 13.4171 10.9142 13.3534
C 14.2417 9.6597 13.8570
C 14.8158 12.7968 14.1648
C 15.5207 14.1360 13.9533
O 16.7005 14.0793 13.1583
C 17.2394 15.3679 12.8772
H 15.2814 11.0751 9.7062
H 13.6918 11.3555 10.3097
H 14.7040 9.9348 10.8126
H 15.4602 12.8451 11.5449
H 16.0413 11.3430 12.3123
H 12.6020 13.5033 13.1442
H 12.4442 12.6275 11.6186
H 13.4630 14.0670 11.8371
H 12.8941 10.5291 12.4781
H 12.6154 11.2475 14.0123
H 14.8587 9.9260 14.7152
H 14.8994 9.3496 13.0449
H 13.5877 8.8201 14.0925
H 15.4922 12.1338 14.7042
H 13.9362 12.9252 14.7957
H 16.0292 14.2821 14.9062
H 14.8206 14.9714 13.9628
H 18.2310 15.2239 12.4482
H 17.2743 15.9305 13.8102
H 16.5932 15.7285 12.0769
C 25.9336 7.8126 27.9676
C 24.5879 7.6856 27.2314
C 23.6479 8.8251 27.6631
N 22.3576 8.8236 26.8389
C 22.6877 9.2518 25.3914
C 21.3578 9.8367 27.3695
C 20.0071 9.1968 27.5442
C 20.0653 7.8769 26.7304
C 21.5153 7.4543 26.8974
H 26.3764 8.8005 27.8408
H 26.5939 7.0267 27.6009
H 25.8683 7.7412 29.0534
H 24.1575 6.7043 27.4314
H 24.8498 7.6166 26.1756
H 24.1742 9.7608 27.4744
H 23.3260 8.9111 28.7009
H 23.1137 10.2530 25.4560
H 21.8271 9.0606 24.7504
H 23.4768 8.6163 24.9893
H 21.1800 10.6827 26.7056
H 21.8366 10.2135 28.2733
H 19.1978 9.8250 27.1723
H 19.7804 9.0149 28.5947
H 19.8227 8.0444 25.6810
H 19.3832 7.1280 27.1328
H 21.9294 6.8499 26.0903
H 21.6046 7.1210 27.9313
C 26.7326 13.6710 13.1335
C 25.7818 12.5374 12.9133
C 24.5156 12.5293 13.8146
N 23.6116 11.3061 13.6045
C 22.9149 11.2862 12.2363
C 24.3954 10.0393 13.9590
C 23.3907 9.0577 14.5326
C 22.1210 9.8244 14.8082
C 22.6205 11.2550 14.7904
H 27.3152 13.6508 14.0546
H 26.2158 14.6274 13.0539
H 27.5311 13.6121 12.3939
H 26.3189 11.5966 13.0337
H 25.3650 12.4108 11.9142
H 23.7670 13.3056 13.6557
H 24.7881 12.5562 14.8696
H 22.4082 12.2151 11.9746
H 22.1941 10.4784 12.3624
H 23.5581 10.8027 11.5011
H 25.0598 9.7249 13.1542
H 25.1124 10.2551 14.7511
H 23.1972 8.2452 13.8322
H 23.7452 8.5952 15.4538
H 21.3446 9.6873 14.0556
H 21.6608 9.6925 15.7875
H 21.8231 11.9589 14.5519
H 23.0985 11.4528 15.7498
C 15.0518 15.7998 23.3305
C 16.4023 16.4759 23.1732
C 16.5858 17.0928 21.8321
N 17.9920 17.7673 21.5965
C 19.0634 16.6860 21.5560
C 18.2198 18.8884 22.6272
C 19.0198 19.9838 21.9111
C 18.3507 20.0208 20.5283
C 18.0310 18.5256 20.2414
H 14.8863 15.6326 24.3948
H 14.8485 14.8801 22.7819
H 14.2837 16.4833 22.9686
H 17.2448 15.8063 23.3463
H 16.5326 17.0857 24.0672
H 15.7978 17.8106 21.6042
H 16.5454 16.3305 21.0540
H 19.9191 17.3111 21.3007
H 18.7524 16.0153 20.7551
H 19.2478 16.3331 22.5707
H 18.6973 18.5302 23.5392
H 17.1660 19.0880 22.8215
H 20.0926 19.7907 21.9034
H 18.8627 20.9316 22.4259
H 18.9090 20.5063 19.7278
H 17.4155 20.5787 20.5754
H 18.7466 17.9856 19.6214
H 17.0647 18.4796 19.7391
Cl 16.9575 10.5633 20.7758
*
```